(1)
Entry from OMol25: a molecular structure, C21H31NP2ReS at a distorted geometry (wB97M-V/def2-TZVPD).

Computed properties:
- F_max: 5.575 eV Å⁻¹
- HOMO level (alpha / beta): -12.77 / -14.23 eV
- Multiplicity: 4
- Energy relative to the best compared isomer or geometry (same formula, charge and spin): 0.0 kJ/mol
- HOMO-LUMO gap (alpha / beta): 0.2145 / 0.1808 Eh
- Net charge: +2

Element x y z (Å)
Re 0.27 -0.56 -0.88
S -1.92 0.08 -0.04
P 1.18 1.55 -1.26
P 1.62 -1.21 0.83
N 1.49 -1.24 -2.10
C 2.36 2.46 -0.19
C 0.93 1.04 -4.96
C -2.21 1.83 0.40
C 1.15 -0.79 -3.42
C 0.08 2.90 -1.81
C -0.35 -2.65 -3.34
C 1.48 0.52 -3.78
C 2.38 -3.20 -0.91
C 3.00 -2.26 0.06
C 2.68 -0.25 2.00
C -3.06 -0.07 -1.43
C 2.35 -4.58 -0.69
C 1.62 -2.67 -1.96
C 0.10 0.24 -5.76
C 0.74 -3.45 -2.66
C 0.92 -2.43 1.99
C 0.80 -4.86 -2.52
C 1.58 -5.42 -1.51
C 2.23 1.38 -2.82
C 0.25 -1.54 -4.15
C -0.23 -1.03 -5.37
H 0.43 -3.23 1.42
H -4.02 -0.41 -1.02
H -3.01 1.83 1.14
H 0.22 -5.50 -3.18
H 2.40 2.41 -3.20
H -0.76 -2.00 -2.51
H -0.50 3.28 -0.96
H 2.04 0.35 2.65
H 0.69 3.72 -2.22
H -0.97 -3.33 -3.99
H 3.26 -0.94 2.63
H 2.58 3.44 -0.62
H 0.19 -1.92 2.62
H 3.19 0.95 -2.51
H -0.85 -1.69 -5.98
H 3.70 -1.56 -0.42
H 1.92 2.62 0.80
H -2.53 2.43 -0.45
H 0.38 0.48 0.41
H -1.34 2.28 0.87
H -0.60 2.53 -2.59
H 3.53 -2.77 0.88
H 3.38 0.41 1.47
H 1.72 -2.87 2.62
H 1.60 -6.49 -1.34
H 1.15 2.06 -5.27
H -0.30 0.65 -6.70
H 2.96 -5.01 0.12
H -2.70 -0.83 -2.12
H -3.21 0.87 -1.96
H 3.31 1.92 -0.08

For each atom in turn, the Löwdin charge in e is:
1 Re 0.749
2 S 0.741
3 P 0.766
4 P 0.738
5 N -0.138
6 C -0.211
7 C 0.002
8 C -0.320
9 C -0.209
10 C -0.225
11 C -0.044
12 C -0.234
13 C -0.237
14 C -0.234
15 C -0.213
16 C -0.325
17 C 0.000
18 C -0.212
19 C -0.026
20 C -0.141
21 C -0.231
22 C 0.020
23 C -0.011
24 C -0.236
25 C -0.159
26 C 0.002
27 H 0.054
28 H 0.061
29 H 0.062
30 H 0.127
31 H 0.111
32 H 0.095
33 H 0.032
34 H 0.062
35 H 0.067
36 H 0.169
37 H 0.072
38 H 0.071
39 H 0.058
40 H 0.103
41 H 0.133
42 H 0.102
43 H 0.057
44 H 0.052
45 H -0.078
46 H 0.042
47 H 0.059
48 H 0.109
49 H 0.035
50 H 0.067
51 H 0.125
52 H 0.130
53 H 0.137
54 H 0.136
55 H 0.027
56 H 0.061
57 H 0.047

=====

(2)
Entry from OMol25: 2 unconnected molecules or ions with the total composition C4H13N3 at a distorted geometry (wB97M-V/def2-TZVPD).

Computed properties:
- F_max: 3.384 eV Å⁻¹
- SMILES: [H]/N=C(\C)NN.CC
- HOMO level: -8.69 eV
- Energy relative to the best compared isomer or geometry (same formula, charge and spin): 159.8 kJ/mol
- HOMO-LUMO gap: 0.3542 Eh

Element x y z (Å)
N 1.82 -0.63 1.19
N -0.34 2.16 0.82
N 0.06 0.84 1.03
C -1.79 -2.13 -0.31
C 2.12 1.18 -0.40
C 1.26 0.35 0.54
C -1.40 -0.97 -1.19
H -2.26 -1.78 0.61
H -0.91 -2.72 -0.04
H -1.55 -1.20 -2.25
H 2.78 -0.77 0.87
H 2.61 0.52 -1.12
H -0.45 2.65 1.70
H -2.49 -2.79 -0.82
H -0.32 0.28 1.79
H 1.53 1.92 -0.95
H -2.00 -0.09 -0.97
H -1.25 2.17 0.36
H 2.89 1.71 0.17
H -0.30 -0.69 -1.02

For each atom in turn, the Löwdin charge in e is:
1 N 0.076
2 N 0.018
3 N -0.089
4 C -0.179
5 C -0.048
6 C -0.503
7 C -0.186
8 H 0.059
9 H 0.064
10 H 0.059
11 H 0.034
12 H 0.076
13 H 0.087
14 H 0.061
15 H 0.137
16 H 0.060
17 H 0.050
18 H 0.076
19 H 0.083
20 H 0.064

=====

(3)
Entry from OMol25: C5H5N in the gas phase at a distorted geometry (wB97M-V/def2-TZVPD).

Computed properties:
- F_max: 4.488 eV Å⁻¹
- SMILES: C1=C(C2=NC2)C1
- HOMO level: -9.49 eV
- Energy relative to the best compared isomer or geometry (same formula, charge and spin): 502.5 kJ/mol
- HOMO-LUMO gap: 0.3710 Eh

Element x y z (Å)
N -1.89 -0.73 0.46
C 1.78 0.59 0.42
C -2.21 0.50 -0.21
C -0.89 0.01 0.25
C 0.63 0.03 0.23
C 1.74 -0.83 -0.20
H 1.92 -1.67 0.28
H -2.54 0.57 -1.25
H 1.98 -0.96 -1.24
H 2.39 1.32 0.93
H -2.90 1.17 0.33

For each atom in turn, the Löwdin charge in e is:
1 N 0.129
2 C 0.062
3 C -0.168
4 C -0.166
5 C -0.143
6 C -0.083
7 H 0.033
8 H 0.082
9 H 0.079
10 H 0.097
11 H 0.078

=====

(4)
Entry from OMol25: a molecular structure, C44H109CaN6O16 at a distorted geometry (wB97M-V/def2-TZVPD).

Computed properties:
- F_max: 1.729 eV Å⁻¹
- HOMO level: -9.59 eV
- HOMO-LUMO gap: 0.2242 Eh
- Net charge: +1

Element x y z (Å)
Ca 0.14 4.40 2.30
O -2.55 -1.97 -3.25
O -0.32 2.11 1.52
O 1.80 -1.09 -5.66
O 3.20 -4.41 0.53
O -0.07 -5.83 -3.11
O 2.43 4.84 2.17
O -1.53 4.02 3.85
O 4.38 -0.03 4.83
O -5.01 1.31 -5.60
O 0.37 -1.16 4.20
O 3.00 4.02 -1.72
O -3.10 -4.27 3.86
O -1.43 2.40 -4.47
O 4.48 0.01 -0.47
O -3.90 0.14 3.27
O 0.94 3.32 0.20
N 1.00 -2.70 1.48
N -2.57 -4.59 -4.39
N 1.28 3.53 4.24
N 4.12 -1.36 2.10
N -3.68 -1.87 5.32
N -3.87 2.57 -3.24
C -1.07 3.33 5.03
C -1.56 3.50 -3.63
C 2.36 2.81 3.51
C 0.40 -1.39 1.79
C 1.64 -2.66 0.17
C 3.76 0.55 0.61
C 3.74 0.37 6.02
C 0.11 1.31 -0.73
C -3.04 -0.78 -2.70
C 3.17 5.78 1.39
C -4.60 3.32 -4.26
C 4.77 -1.92 3.28
C -0.37 -1.21 5.39
C 2.63 -1.95 -3.56
C -2.74 3.28 -2.67
C 4.30 0.08 1.93
C -2.29 -3.38 -5.14
C 3.21 3.87 2.86
C 3.90 0.30 -1.72
C -4.21 0.38 4.63
C 1.27 -6.04 -2.76
C 0.29 2.26 0.42
C -2.82 4.58 3.97
C 4.19 -1.43 4.60
C 3.42 -5.80 0.48
C 0.24 2.62 4.74
C 2.27 4.26 -2.94
C -0.43 -1.43 3.06
C 3.31 4.35 -4.02
C -0.28 -5.64 -4.49
C -3.29 1.18 2.59
C -3.07 -4.23 5.28
C -4.28 1.69 -6.74
C -3.06 -2.22 -4.55
C -2.17 -5.20 3.34
C -4.76 -0.93 5.16
C -0.46 2.59 -5.47
C 2.07 -4.04 -0.25
C -4.10 -3.21 5.72
C -1.78 -5.75 -4.75
C -5.60 2.39 -4.93
C 0.38 -0.83 -3.78
C 1.82 -0.86 -4.26
C 1.46 5.55 -2.79
H -3.30 0.63 5.19
H -1.00 -2.37 3.08
H 3.85 5.27 0.71
H -2.31 -0.35 -2.01
H 2.15 -2.92 -3.70
H 3.83 4.37 3.62
H 0.25 -6.43 -5.04
H 4.07 3.57 -3.89
H 3.73 0.61 2.69
H -0.30 -0.32 -4.47
H 3.78 6.39 2.06
H -1.15 -0.61 2.91
H -0.29 -1.18 0.97
H -3.10 0.88 1.56
H -2.56 -4.42 -3.39
H -5.54 -1.29 4.47
H 3.60 -2.09 -4.04
H -0.29 0.35 -0.40
H -3.19 -1.96 4.44
H 1.15 -0.62 1.98
H -3.18 -0.03 -3.48
H 1.59 3.40 -3.09
H 1.95 2.10 2.79
H -4.16 0.83 -7.40
H 4.22 1.31 6.32
H 5.85 -1.73 3.32
H 1.62 -7.03 -3.09
H -0.63 1.73 -1.41
H 1.06 1.13 -1.24
H -3.09 5.03 3.01
H -2.61 -3.51 -6.18
H 0.66 5.61 -3.53
H 0.94 5.57 -1.83
H -2.35 -5.27 2.27
H 1.01 -2.23 -0.62
H -2.86 5.39 4.71
H 1.26 -4.75 -0.02
H 2.76 -1.73 -2.50
H 4.56 -2.98 3.25
H 3.35 -6.15 -0.56
H 2.48 6.42 0.84
H 0.00 1.80 4.05
H 0.29 -1.00 6.23
H 4.71 -1.93 5.42
H -3.45 1.77 -3.69
H 0.02 -1.85 -3.64
H -6.27 2.98 -5.57
H 1.93 -5.32 -3.27
H 4.39 -6.08 0.89
H -4.24 -3.30 6.80
H 4.00 -0.29 6.86
H -2.32 1.47 3.01
H 2.66 0.45 5.88
H 5.36 0.36 2.07
H -1.13 -4.90 3.54
H -1.72 4.45 -4.17
H 4.05 1.35 -1.97
H -3.32 -5.20 5.73
H -3.11 4.21 -2.23
H -2.15 -6.58 -4.14
H -3.89 3.70 -5.02
H 0.28 -0.32 -2.82
H -4.94 1.19 4.71
H 3.12 -1.67 4.64
H -0.63 3.49 -6.06
H -4.78 2.48 -7.31
H 0.57 2.62 -5.09
H 2.32 -4.13 -1.32
H -4.12 -2.50 -4.47
H -5.11 4.19 -3.84
H -5.05 -3.47 5.23
H 2.69 0.28 0.54
H 2.99 2.31 4.24
H -2.06 -3.93 5.59
H 0.14 -4.70 -4.86
H -1.23 -3.09 -5.17
H -1.95 -6.01 -5.80
H 4.40 -0.31 -2.48
H -0.86 -2.18 5.55
H 2.12 6.40 -2.93
H -1.82 2.62 5.40
H -2.31 -6.19 3.79
H 2.36 3.88 -1.01
H 2.65 -6.33 1.07
H -0.66 3.70 -3.03
H 1.67 4.03 5.03
H 2.71 -1.15 -5.97
H -3.59 3.84 4.20
H -4.02 -0.90 -2.22
H -1.14 -0.43 5.41
H -0.51 1.77 -6.19
H 1.71 -2.88 2.18
H 2.26 0.12 -4.02
H 2.56 -2.06 0.20
H 2.90 4.24 -5.03
H -3.92 2.08 2.54
H 3.84 5.31 -4.00
H -3.26 2.01 -6.49
H -3.00 -1.34 -5.20
H -0.97 4.10 5.81
H 3.80 1.65 0.61
H 0.55 2.11 5.66
H -5.32 -0.74 6.09
H 2.84 0.01 -1.75
H 3.97 3.45 2.19
H -6.24 2.00 -4.14
H 1.41 -5.98 -1.69
H -2.36 2.67 -1.84
H 4.52 -1.79 1.26

Atom charges from the Löwdin analysis, given in e for atoms 1 to 99:
1 Ca 1.616
2 O -0.197
3 O -0.118
4 O -0.038
5 O -0.190
6 O -0.174
7 O -0.359
8 O -0.363
9 O -0.215
10 O -0.178
11 O -0.189
12 O -0.087
13 O -0.199
14 O -0.190
15 O -0.154
16 O -0.183
17 O -0.134
18 N -0.021
19 N -0.053
20 N -0.134
21 N -0.033
22 N -0.052
23 N -0.046
24 C -0.179
25 C -0.243
26 C -0.164
27 C -0.195
28 C -0.212
29 C -0.240
30 C -0.125
31 C 0.019
32 C -0.100
33 C -0.046
34 C -0.207
35 C -0.189
36 C -0.107
37 C -0.058
38 C -0.191
39 C -0.197
40 C -0.218
41 C -0.190
42 C -0.102
43 C -0.220
44 C -0.127
45 C -0.678
46 C -0.073
47 C -0.206
48 C -0.105
49 C -0.193
50 C -0.484
51 C -0.208
52 C -0.048
53 C -0.231
54 C -0.126
55 C -0.231
56 C -0.105
57 C -0.215
58 C -0.107
59 C -0.210
60 C -0.105
61 C -0.228
62 C -0.201
63 C -0.194
64 C -0.231
65 C -0.030
66 C -0.479
67 C -0.050
68 H 0.102
69 H 0.122
70 H 0.100
71 H 0.076
72 H 0.072
73 H 0.140
74 H 0.124
75 H 0.078
76 H 0.085
77 H 0.080
78 H 0.102
79 H 0.106
80 H 0.104
81 H 0.095
82 H 0.110
83 H 0.128
84 H 0.090
85 H 0.064
86 H 0.091
87 H 0.108
88 H 0.058
89 H 0.111
90 H 0.116
91 H 0.091
92 H 0.090
93 H 0.124
94 H 0.097
95 H 0.067
96 H 0.067
97 H 0.101
98 H 0.127
99 H 0.071

=====

(5)
Entry from OMol25: C4H5F3OS in the gas phase at a distorted geometry (wB97M-V/def2-TZVPD).

Computed properties:
- F_max: 4.465 eV Å⁻¹
- SMILES: F[C@H]1CCSOC1(F)F
- HOMO level: -9.02 eV
- Energy relative to the best compared isomer or geometry (same formula, charge and spin): 18.0 kJ/mol
- HOMO-LUMO gap: 0.3577 Eh

Element x y z (Å)
S -1.08 -2.07 0.20
F -2.97 -0.12 1.19
F -3.61 0.65 -0.68
F -1.55 2.16 0.24
O -2.20 -1.38 -0.70
C -2.59 0.02 -0.08
C 0.41 -1.07 0.07
C -0.02 0.37 0.35
C -1.34 0.87 -0.31
H 0.90 -0.95 -1.00
H -0.09 0.56 1.40
H -1.24 1.06 -1.33
H 0.68 1.08 0.02
H 1.19 -1.50 0.65

For each atom in turn, the Löwdin charge in e is:
1 S 0.935
2 F 0.135
3 F 0.150
4 F 0.001
5 O -0.429
6 C -0.507
7 C -0.435
8 C -0.190
9 C -0.211
10 H 0.127
11 H 0.114
12 H 0.144
13 H 0.100
14 H 0.066